# 1
{"formula": "C6H10N2", "method": "ωB97M-V/def2-TZVPD", "symbols": ["C", "C", "C", "C", "C", "C", "H", "H", "H", "H", "H", "H", "H", "H", "H", "H", "N", "N"], "coordinates": [[-1.10446, -0.74706, 0.28613], [0.06264, 0.02151, 1.13767], [0.10380, 1.41788, 0.55758], [-0.18966, 1.00588, -0.74283], [-0.02324, -0.22809, -0.81398], [1.10524, -0.76987, 0.13730], [-2.61223, -0.37360, -1.17863], [-3.35930, -0.15495, 0.53886], [-1.22130, -1.78974, 0.39350], [0.07873, -0.18516, 2.25114], [0.51164, 2.50394, 1.00323], [-0.01200, 1.94754, -1.51117], [-0.03495, -0.74135, -1.72404], [1.04693, -1.84826, 0.13895], [3.34596, -0.80984, 0.16056], [2.29408, 0.73243, -0.20460], [-2.48250, -0.20442, -0.16095], [2.51630, -0.29310, -0.30176]], "forces_ev_per_angstrom": [[-0.7, 3.0, -1.8], [0.3, -1.7, 3.3], [-0.2, 1.1, -0.5], [2.2, 18.9, 0.7], [-0.1, -14.6, -1.3], [0.7, 1.6, -0.9], [-0.4, 0.1, 1.6], [3.0, -0.6, -2.6], [0.6, -1.2, 0.5], [0.2, 0.6, -1.2], [-1.7, -3.4, -1.2], [-0.9, -3.1, 1.2], [-0.3, -0.6, -1.8], [0.1, -0.3, 0.5], [-2.1, 2.0, -0.5], [2.0, -1.1, 0.1], [-0.1, 0.1, 2.3], [-2.6, -0.8, 1.4]], "lumo_energy_ev": 0.97, "homo_energy_ev": -8.320, "orbital_gap_ev": 9.29}

# 2
{"formula": "C18H53AsF6O8", "method": "ωB97M-V/def2-TZVPD", "symbols": ["O", "H", "H", "H", "As", "F", "F", "F", "F", "F", "F", "C", "C", "O", "H", "H", "H", "H", "H", "H", "C", "C", "O", "H", "H", "H", "H", "H", "H", "C", "C", "O", "H", "H", "H", "H", "H", "H", "C", "C", "C", "O", "H", "H", "H", "H", "H", "H", "H", "H", "C", "C", "C", "O", "H", "H", "H", "H", "H", "H", "H", "H", "C", "C", "C", "O", "H", "H", "H", "H", "H", "H", "H", "H", "C", "C", "C", "O", "H", "H", "H", "H", "H", "H", "H", "H"], "coordinates": [[-0.06551, 7.32835, 0.95590], [-0.24586, 6.99184, 0.07508], [0.84041, 7.18978, 1.24173], [-0.26496, 8.26677, 0.92163], [0.22156, 0.91140, -0.76827], [-1.02584, 1.20899, 0.53340], [-1.10762, 0.71081, -1.95423], [1.54680, 0.59889, -1.94422], [1.54050, 1.08535, 0.50462], [0.24904, -0.84146, -0.42151], [0.25760, 2.65852, -1.04693], [-0.62029, 4.27248, -8.59323], [-0.26523, 4.72831, -7.22927], [0.00192, 6.09714, -7.20387], [0.26217, 4.55881, -9.16540], [-1.52516, 4.78324, -8.92254], [-0.65320, 3.18305, -8.58076], [0.59292, 4.15874, -6.87252], [-1.06566, 4.54506, -6.51245], [0.92196, 6.28739, -7.40120], [6.14181, 4.29400, 5.37781], [6.55822, 5.37711, 6.41382], [6.48754, 6.68511, 5.82642], [5.16389, 4.54511, 4.96703], [6.03546, 3.30124, 5.81511], [6.88431, 4.11318, 4.60058], [7.56756, 5.16527, 6.76658], [5.90440, 5.35931, 7.28578], [6.69220, 7.30484, 6.53044], [-3.92368, -6.51474, -1.51952], [-4.89281, -7.32810, -0.61088], [-5.70433, -8.17893, -1.37924], [-3.36183, -7.18954, -2.16533], [-3.05258, -6.16320, -0.96660], [-4.37932, -5.69939, -2.08139], [-5.48308, -6.70948, 0.06512], [-4.22149, -7.97052, -0.04102], [-6.37947, -8.61358, -0.85306], [-0.50804, 1.71209, 7.12050], [0.27784, 1.28262, 8.34636], [-0.56163, 1.33790, 9.63300], [0.64567, -0.05728, 8.14062], [-1.08474, 2.58258, 7.43318], [-1.16134, 0.98398, 6.63970], [0.21270, 2.06686, 6.38376], [1.18639, 1.86555, 8.49751], [-0.64091, 2.37031, 9.97352], [-0.17572, 0.79213, 10.49399], [-1.58947, 0.99704, 9.50867], [1.19104, -0.08312, 7.35100], [1.13024, -3.44635, -8.65612], [1.26571, -3.32015, -7.14772], [1.15826, -4.62767, -6.40278], [2.48683, -2.72380, -6.86146], [1.57229, -2.62831, -9.22490], [0.22944, -3.80018, -9.15757], [1.79837, -4.19763, -9.07717], [0.46178, -2.68169, -6.78146], [1.31215, -4.56754, -5.32537], [1.87567, -5.34726, -6.79726], [0.20411, -5.14325, -6.51170], [2.43923, -2.29360, -6.00456], [5.88341, -3.23761, 5.65148], [5.54372, -2.61621, 4.27068], [5.35618, -3.63234, 3.14969], [4.34222, -1.91913, 4.45704], [6.74081, -3.91059, 5.64524], [4.96787, -3.76318, 5.92289], [6.05651, -2.41519, 6.34558], [6.29578, -1.91537, 3.90825], [4.89690, -3.17266, 2.27456], [4.63903, -4.41379, 3.40097], [6.23689, -4.14635, 2.76468], [4.15759, -1.38420, 3.68157], [-7.48321, 1.49812, -2.28107], [-7.61313, 0.08119, -2.87315], [-8.99337, -0.33361, -3.22973], [-6.85298, -0.04988, -4.02140], [-6.41973, 1.72986, -2.22272], [-7.89607, 1.62139, -1.27984], [-8.05365, 2.18467, -2.90664], [-7.14165, -0.59021, -2.15552], [-9.03893, -1.35035, -3.61992], [-9.34166, 0.33088, -4.02045], [-9.68406, -0.17538, -2.40146], [-5.95665, 0.00556, -3.68210]], "forces_ev_per_angstrom": [[-0.7, 0.2, 0.3], [0.0, -1.1, -1.0], [1.0, -0.5, 0.2], [-0.2, 1.0, 0.4], [0.6, -1.2, 1.5], [1.3, -0.4, -1.4], [1.5, 0.3, 0.9], [-1.6, 0.7, 0.7], [-1.5, 0.2, -1.3], [-0.5, 1.5, -0.3], [0.1, -0.8, -0.1], [0.6, -0.1, -0.1], [0.1, -0.6, 1.1], [0.0, 1.4, 0.3], [-0.3, 0.0, -0.7], [0.1, -0.3, -0.3], [-0.5, 0.0, -0.3], [0.2, -0.1, 0.1], [-0.1, 0.1, 0.0], [0.0, -0.2, -0.1], [0.1, 0.4, 0.6], [-0.2, -0.7, -0.6], [0.0, -0.5, -0.1], [0.1, 0.1, -0.3], [-0.1, 0.1, 0.5], [-0.1, 0.6, -0.2], [0.2, 0.0, 0.0], [-0.2, -0.2, 0.0], [0.0, 0.1, 0.0], [0.0, -0.6, 0.4], [1.5, 0.1, -0.2], [-0.5, 0.0, -1.0], [-0.7, -0.3, -0.6], [-0.5, 0.6, 0.6], [0.0, -0.2, 0.0], [0.1, 0.2, 0.0], [0.0, 0.1, 0.6], [0.1, 0.2, 0.2], [0.4, 1.6, 0.2], [-1.1, -1.1, 0.5], [-0.2, 0.4, 0.2], [0.6, -1.0, 0.3], [-0.3, 0.2, -0.4], [0.1, -0.2, 0.5], [-0.1, 0.0, -0.3], [0.0, 0.4, -0.1], [0.0, 0.2, -0.1], [0.5, -0.2, -0.3], [0.0, -0.2, -0.4], [0.1, -0.2, -0.1], [1.3, -0.8, -1.5], [-1.6, -0.2, 0.0], [-0.2, -1.3, -0.1], [1.3, 0.7, -0.2], [-0.6, 0.8, 0.5], [-0.7, 0.6, 0.8], [0.5, -0.7, 0.7], [-0.2, 0.3, 0.0], [0.2, 0.4, 0.0], [0.3, 0.1, 0.0], [-0.3, 0.3, -0.2], [0.0, 0.0, 0.1], [-0.4, 0.7, -1.1], [0.7, -0.9, -0.3], [-0.5, -0.6, -0.4], [-0.7, 0.5, 0.5], [-0.1, 0.0, -0.1], [0.2, -0.2, 0.3], [0.0, -0.2, 0.1], [0.4, 0.1, 0.4], [0.1, 0.4, 0.0], [0.0, -0.1, 0.4], [0.4, 0.2, 0.4], [-0.1, 0.0, -0.1], [-0.5, -0.4, -0.2], [0.1, 0.2, 1.7], [-0.9, 0.4, 0.0], [1.1, 0.2, -1.1], [-0.1, 0.4, -0.2], [0.0, -0.4, 0.1], [0.4, 0.3, -0.2], [-0.4, -0.3, 0.5], [0.0, 0.0, 0.2], [0.0, 0.0, -0.2], [0.0, -0.3, 0.1], [0.4, 0.0, -0.6]], "lumo_energy_ev": -3.55, "homo_energy_ev": -9.603, "orbital_gap_ev": 6.05}

Question: Number 2 is which compound?
Answer: C18H53AsF6O8

Question: What is the formula in the first record?
Answer: C6H10N2

Question: Number 1 is which compound?
Answer: C6H10N2

Question: What is the formula in the second record?
Answer: C18H53AsF6O8